Record 1
Molecular formula: C36H76N4O4
Method: DFT, ωB97M-V with the def2-TZVPD basis set

Properties
Calculated total energy: -1936.99522 Ha
Energy relative to the best compared isomer or geometry (same formula, charge and spin): 48.75 kcal/mol
SMILES string: CC1(C)CCCC(C)(C)N1O.CC1(C)CCCC(C)(C)N1O.CC1(C)CCCC(C)(C)N1O.CC1(C)CCCC(C)(C)N1O
Charge: 0

CARTESIAN COORDINATES (ANGSTROEM)
C: -2.57 3.41 3.43
C: -4.00 2.96 3.27
C: -4.98 3.65 4.24
C: -4.41 3.35 1.83
C: -5.52 2.56 1.22
C: -5.24 1.07 1.26
C: -5.06 0.65 2.74
C: -6.37 0.69 3.56
C: -4.54 -0.79 2.73
N: -4.00 1.49 3.35
O: -3.63 1.03 4.62
H: -2.60 4.46 3.12
H: -2.11 3.22 4.40
H: -1.97 2.90 2.67
H: -5.99 3.57 3.85
H: -4.97 3.23 5.25
H: -4.79 4.70 4.45
H: -4.73 4.40 1.80
H: -3.59 3.20 1.11
H: -6.48 2.71 1.73
H: -5.70 2.85 0.18
H: -4.23 0.97 0.85
H: -5.94 0.43 0.73
H: -6.06 0.43 4.57
H: -7.13 0.01 3.16
H: -6.81 1.68 3.55
H: -5.03 -1.52 2.08
H: -4.48 -1.25 3.72
H: -3.52 -0.89 2.34
H: -3.12 0.23 4.45
C: -2.85 -6.46 -4.61
C: -1.75 -5.67 -5.38
C: -1.91 -6.06 -6.88
C: -2.14 -4.14 -5.39
C: -1.75 -3.41 -4.12
C: -0.33 -3.67 -3.71
C: 0.17 -5.13 -3.75
C: 1.68 -5.21 -3.92
C: -0.23 -5.88 -2.47
N: -0.41 -5.85 -4.89
O: 0.02 -7.17 -5.03
H: -2.60 -7.49 -4.37
H: -2.97 -5.99 -3.63
H: -3.82 -6.36 -5.08
H: -2.95 -5.96 -7.19
H: -1.17 -5.48 -7.43
H: -1.68 -7.12 -7.02
H: -1.64 -3.63 -6.21
H: -3.23 -4.11 -5.51
H: -1.78 -2.33 -4.32
H: -2.40 -3.49 -3.24
H: -0.22 -3.33 -2.68
H: 0.39 -3.15 -4.36
H: 2.10 -5.02 -4.92
H: 2.03 -6.24 -3.82
H: 2.25 -4.54 -3.27
H: 0.59 -5.84 -1.76
H: -0.58 -6.90 -2.66
H: -1.12 -5.48 -1.97
H: -0.52 -7.66 -4.40
C: 2.56 3.09 2.67
C: 3.71 2.44 3.47
C: 3.25 2.36 4.96
C: 3.90 1.04 2.84
C: 5.22 0.36 3.22
C: 6.39 1.23 2.79
C: 6.30 2.64 3.46
C: 6.81 2.46 4.89
C: 7.30 3.52 2.62
N: 4.94 3.22 3.28
O: 4.75 4.50 3.83
H: 1.58 2.63 2.83
H: 2.35 4.16 2.78
H: 2.78 2.93 1.61
H: 3.89 1.72 5.57
H: 3.20 3.35 5.42
H: 2.23 2.01 4.83
H: 3.09 0.33 3.01
H: 3.86 1.15 1.75
H: 5.15 0.13 4.29
H: 5.33 -0.58 2.67
H: 6.38 1.35 1.70
H: 7.35 0.79 3.07
H: 6.68 3.38 5.46
H: 7.86 2.17 4.91
H: 6.35 1.72 5.55
H: 6.86 3.77 1.67
H: 8.26 3.01 2.58
H: 7.52 4.39 3.24
H: 4.76 5.07 3.05
C: 1.33 2.95 -3.70
C: 1.08 1.61 -2.96
C: 0.87 0.51 -4.00
C: 2.44 1.37 -2.19
C: 2.39 0.32 -1.10
C: 1.16 0.54 -0.20
C: -0.22 0.98 -0.73
C: -1.06 -0.31 -1.08
C: -0.90 1.87 0.24
N: -0.03 1.70 -2.04
O: -1.21 2.04 -2.71
H: 1.95 3.71 -3.24
H: 1.78 2.70 -4.66
H: 0.41 3.48 -3.97
H: 1.78 0.16 -4.51
H: 0.45 -0.44 -3.65
H: 0.30 0.78 -4.89
H: 3.20 1.17 -2.94
H: 2.56 2.32 -1.67
H: 2.39 -0.64 -1.63
H: 3.22 0.14 -0.42
H: 1.48 1.14 0.65
H: 1.03 -0.44 0.26
H: -0.55 -0.90 -1.85
H: -2.03 -0.08 -1.52
H: -1.21 -0.98 -0.24
H: -1.81 2.22 -0.25
H: -0.30 2.73 0.53
H: -1.10 1.21 1.09
H: -1.60 1.17 -2.89



Record 2
Molecular formula: C36H78N2O6
Method: DFT, ωB97M-V with the def2-TZVPD basis set

Properties
Calculated total energy: -1979.13311 Ha
Energy relative to the best compared isomer or geometry (same formula, charge and spin): 111.48 kcal/mol
SMILES string: CCN(CC)CC.CCN(CC)CC.C1CCOC1.C1CCOC1.C1CCOC1.C1CCOC1.C1CCOC1.C1CCOC1
Charge: 0

CARTESIAN COORDINATES (ANGSTROEM)
C: -10.18 17.68 -12.57
C: -9.56 18.92 -11.85
N: -8.45 19.51 -12.58
C: -7.47 18.57 -13.18
C: -6.07 19.17 -13.23
C: -8.89 20.58 -13.48
C: -9.24 21.93 -12.71
H: -10.95 17.16 -11.99
H: -9.49 16.92 -12.93
H: -10.74 18.07 -13.42
H: -10.43 19.50 -11.56
H: -9.13 18.66 -10.89
H: -7.45 17.67 -12.57
H: -7.78 18.24 -14.17
H: -5.90 19.71 -12.30
H: -5.33 18.38 -13.38
H: -5.99 19.87 -14.06
H: -9.78 20.19 -13.98
H: -8.23 20.71 -14.33
H: -8.48 22.07 -11.94
H: -10.27 21.88 -12.37
H: -9.30 22.81 -13.34
C: -9.87 23.05 -9.30
C: -8.55 23.71 -9.11
N: -7.44 22.91 -8.52
C: -6.92 21.77 -9.34
C: -5.97 22.29 -10.41
C: -7.82 22.50 -7.16
C: -6.58 21.96 -6.39
H: -10.33 23.72 -10.02
H: -10.45 22.87 -8.39
H: -9.81 22.05 -9.72
H: -8.39 24.01 -10.14
H: -8.70 24.56 -8.44
H: -6.32 21.07 -8.76
H: -7.70 21.15 -9.78
H: -6.62 22.87 -11.06
H: -5.01 22.65 -10.06
H: -5.75 21.39 -10.99
H: -8.70 21.86 -7.06
H: -8.13 23.45 -6.72
H: -5.59 22.35 -6.60
H: -6.48 20.87 -6.45
H: -6.65 22.01 -5.30
C: -0.36 21.26 -9.12
C: -1.83 21.45 -9.42
C: -1.90 21.47 -10.98
O: -0.81 20.64 -11.35
C: 0.34 20.81 -10.42
H: -0.23 20.44 -8.41
H: 0.20 22.09 -8.69
H: -2.25 22.38 -9.04
H: -2.41 20.58 -9.11
H: -1.90 22.44 -11.48
H: -2.84 21.03 -11.32
H: 1.08 21.51 -10.81
H: 0.76 19.81 -10.30
C: -5.14 26.57 -10.06
C: -3.98 26.74 -10.97
C: -2.83 27.10 -10.02
O: -3.18 26.44 -8.78
C: -4.54 26.06 -8.74
H: -5.85 25.90 -10.56
H: -5.72 27.49 -9.94
H: -4.21 27.42 -11.79
H: -3.79 25.71 -11.29
H: -2.82 28.19 -9.89
H: -1.89 26.68 -10.36
H: -5.05 26.56 -7.91
H: -4.73 25.02 -8.48
C: -7.33 26.84 -14.16
C: -7.63 25.50 -13.49
C: -6.53 24.55 -13.98
O: -6.11 25.20 -15.15
C: -6.99 26.32 -15.55
H: -6.55 27.39 -13.63
H: -8.12 27.59 -14.23
H: -8.63 25.18 -13.76
H: -7.66 25.59 -12.41
H: -6.97 23.61 -14.28
H: -5.67 24.44 -13.31
H: -7.88 26.06 -16.12
H: -6.46 26.95 -16.27
C: -5.07 25.41 -4.57
C: -4.67 26.14 -3.33
C: -5.76 27.22 -3.10
O: -6.94 26.53 -3.57
C: -6.56 25.62 -4.70
H: -4.73 24.38 -4.71
H: -4.60 25.91 -5.42
H: -3.72 26.64 -3.53
H: -4.73 25.52 -2.44
H: -5.61 28.15 -3.65
H: -6.02 27.45 -2.07
H: -6.88 25.88 -5.71
H: -7.05 24.65 -4.56
C: -3.09 22.16 -4.47
C: -2.52 20.92 -5.14
C: -3.47 19.83 -4.78
O: -4.29 20.39 -3.70
C: -3.91 21.76 -3.28
H: -3.66 22.64 -5.26
H: -2.37 22.87 -4.07
H: -1.45 20.77 -4.97
H: -2.45 21.03 -6.23
H: -2.85 19.02 -4.38
H: -4.03 19.61 -5.69
H: -3.27 21.60 -2.42
H: -4.78 22.33 -2.94
C: -8.66 18.06 -4.74
C: -7.87 18.62 -3.56
C: -6.61 17.79 -3.54
O: -6.85 16.61 -4.29
C: -8.18 16.63 -4.82
H: -8.06 18.56 -5.50
H: -9.69 18.39 -4.62
H: -8.37 18.43 -2.60
H: -7.66 19.68 -3.63
H: -6.38 17.56 -2.50
H: -5.87 18.36 -4.11
H: -8.83 16.06 -4.16
H: -8.17 16.29 -5.85



Record 3
Molecular formula: C36H78N2O6
Method: DFT, ωB97M-V with the def2-TZVPD basis set

Properties
Calculated total energy: -1979.22387 Ha
Energy relative to the best compared isomer or geometry (same formula, charge and spin): 54.53 kcal/mol
SMILES string: CCN(CC)CC.CCN(CC)CC.C1CCOC1.C1CCOC1.C1CCOC1.C1CCOC1.C1CCOC1.C1CCOC1
Charge: 0

CARTESIAN COORDINATES (ANGSTROEM)
C: -6.78 1.06 -0.72
C: -7.23 -0.09 0.16
N: -6.64 -1.39 -0.22
C: -5.25 -1.46 0.27
C: -4.47 -2.41 -0.66
C: -7.46 -2.48 0.29
C: -8.80 -2.57 -0.45
H: -7.33 1.08 -1.66
H: -5.70 1.07 -0.86
H: -7.17 1.97 -0.25
H: -6.95 0.09 1.21
H: -8.32 -0.15 0.19
H: -4.75 -0.50 0.26
H: -5.29 -1.88 1.28
H: -4.26 -1.92 -1.61
H: -3.52 -2.72 -0.23
H: -5.07 -3.30 -0.85
H: -7.64 -2.40 1.38
H: -6.93 -3.41 0.12
H: -9.15 -3.60 -0.49
H: -8.67 -2.24 -1.48
H: -9.61 -1.99 -0.02
C: 2.80 -0.39 -1.09
C: 1.47 0.34 -0.90
N: 1.17 0.45 0.52
C: 1.85 1.59 1.11
C: 1.81 1.64 2.63
C: -0.24 0.33 0.86
C: -0.67 -1.12 0.60
H: 3.10 -0.33 -2.14
H: 2.64 -1.38 -0.66
H: 3.63 0.02 -0.51
H: 1.53 1.34 -1.35
H: 0.72 -0.24 -1.43
H: 2.91 1.66 0.84
H: 1.40 2.55 0.81
H: 0.77 1.76 2.94
H: 2.15 0.73 3.14
H: 2.40 2.47 3.02
H: -0.83 0.97 0.19
H: -0.43 0.55 1.91
H: 0.00 -1.75 1.21
H: -0.66 -1.50 -0.42
H: -1.60 -1.35 1.13
C: 0.98 -4.72 -2.51
C: 1.36 -5.01 -1.06
C: 2.90 -4.84 -1.04
O: 3.26 -4.98 -2.42
C: 2.18 -5.29 -3.26
H: 0.88 -3.64 -2.63
H: 0.06 -5.23 -2.77
H: 0.98 -5.97 -0.72
H: 0.83 -4.30 -0.42
H: 3.36 -5.64 -0.48
H: 3.21 -3.83 -0.78
H: 2.00 -6.37 -3.43
H: 2.42 -4.96 -4.27
C: -0.60 4.18 5.05
C: -1.15 4.75 3.78
C: 0.08 5.23 2.98
O: 1.11 5.38 3.97
C: 0.64 5.08 5.29
H: -0.29 3.14 4.93
H: -1.28 4.31 5.89
H: -1.79 5.61 3.99
H: -1.76 4.01 3.26
H: -0.10 6.17 2.47
H: 0.44 4.39 2.39
H: 0.29 6.01 5.73
H: 1.37 4.57 5.91
C: 0.89 3.41 -3.36
C: 1.34 2.24 -4.22
C: 1.62 2.90 -5.59
O: 2.01 4.22 -5.26
C: 1.32 4.68 -4.11
H: 1.34 3.31 -2.37
H: -0.19 3.48 -3.21
H: 0.56 1.49 -4.37
H: 2.28 1.80 -3.89
H: 0.75 2.94 -6.27
H: 2.43 2.52 -6.23
H: 0.48 5.22 -4.57
H: 1.86 5.40 -3.50
C: -1.92 -1.41 -6.09
C: -2.47 -0.90 -4.75
C: -1.41 -1.37 -3.78
O: -0.19 -1.32 -4.50
C: -0.45 -1.69 -5.87
H: -2.14 -0.69 -6.89
H: -2.42 -2.34 -6.34
H: -3.50 -1.21 -4.60
H: -2.48 0.19 -4.75
H: -1.61 -2.35 -3.32
H: -1.29 -0.78 -2.86
H: -0.18 -2.75 -5.92
H: 0.21 -1.13 -6.54
C: 4.88 4.26 3.07
C: 5.26 2.92 2.43
C: 6.10 2.21 3.49
O: 6.44 3.21 4.47
C: 6.10 4.48 3.94
H: 3.98 4.06 3.66
H: 4.79 5.00 2.28
H: 5.82 3.12 1.51
H: 4.40 2.32 2.15
H: 6.99 1.68 3.16
H: 5.48 1.47 4.01
H: 6.96 4.93 3.44
H: 5.84 5.21 4.72
C: 1.24 -4.03 3.24
C: 1.89 -2.70 3.60
C: 3.35 -2.91 3.11
O: 3.40 -4.25 2.59
C: 2.44 -5.01 3.29
H: 0.93 -3.93 2.20
H: 0.43 -4.40 3.87
H: 1.89 -2.40 4.64
H: 1.52 -1.90 2.96
H: 4.08 -2.96 3.93
H: 3.73 -2.21 2.36
H: 2.76 -5.25 4.31
H: 2.19 -5.95 2.80



Record 4
Molecular formula: C36H80B2F8N4
Method: DFT, ωB97M-V with the def2-TZVPD basis set

Properties
Calculated total energy: -2487.33661 Ha
Charge: +1
Expectation value of S²: 0.7506
Spin multiplicity: 2

CARTESIAN COORDINATES (ANGSTROEM)
C: 2.40 -3.40 -7.54
C: 1.61 -2.71 -6.36
C: 2.34 -2.93 -5.00
N: 1.66 -2.27 -3.79
C: 1.15 -0.83 -4.08
C: 2.33 0.12 -4.26
C: 3.35 0.17 -3.09
C: 3.78 -1.29 -2.81
C: 2.62 -2.21 -2.53
C: 0.40 -3.07 -3.35
H: 2.09 -3.00 -8.50
H: 2.11 -4.45 -7.58
H: 3.46 -3.14 -7.43
H: 0.61 -3.14 -6.31
H: 1.46 -1.65 -6.59
H: 3.31 -2.43 -5.10
H: 2.42 -4.00 -4.77
H: 0.42 -0.76 -4.89
H: 0.59 -0.63 -3.16
H: 2.94 -0.13 -5.13
H: 1.80 1.03 -4.57
H: 4.23 0.77 -3.35
H: 2.81 0.46 -2.19
H: 4.48 -1.60 -3.58
H: 4.36 -1.48 -1.91
H: 2.85 -3.27 -2.44
H: 1.97 -1.85 -1.73
H: -0.18 -3.23 -4.26
H: -0.22 -2.55 -2.62
H: 0.70 -4.10 -3.13
C: -2.05 -4.31 7.89
C: -0.95 -3.93 6.89
C: -0.80 -2.36 6.73
N: -0.03 -1.90 5.41
C: -0.21 -0.38 5.27
C: 0.82 0.40 4.31
C: 2.25 -0.10 4.58
C: 2.37 -1.59 4.57
C: 1.45 -2.32 5.58
C: -0.58 -2.50 4.08
H: -1.80 -5.32 8.23
H: -2.99 -4.22 7.36
H: -1.95 -3.60 8.71
H: -1.05 -4.52 5.99
H: 0.00 -4.24 7.33
H: -0.27 -1.90 7.56
H: -1.75 -1.83 6.69
H: 0.02 -0.11 6.30
H: -1.22 -0.02 5.10
H: 0.71 1.48 4.35
H: 0.57 0.09 3.29
H: 2.69 0.31 5.48
H: 2.82 0.30 3.73
H: 3.42 -1.89 4.64
H: 2.18 -2.08 3.62
H: 1.78 -1.96 6.55
H: 1.46 -3.41 5.54
H: -1.61 -2.18 3.94
H: -0.40 -3.57 4.21
H: 0.02 -2.19 3.23
C: -2.64 2.97 0.19
C: -3.10 1.61 -0.31
C: -2.91 1.41 -1.85
N: -3.62 0.12 -2.37
C: -5.10 0.19 -2.03
C: -5.96 -0.87 -2.79
C: -5.79 -0.84 -4.28
C: -4.32 -1.05 -4.60
C: -3.49 0.11 -3.95
C: -2.99 -1.18 -1.74
H: -3.39 3.72 -0.07
H: -1.64 3.18 -0.20
H: -2.72 3.01 1.28
H: -4.15 1.52 -0.03
H: -2.66 0.73 0.17
H: -1.85 1.31 -2.09
H: -3.29 2.19 -2.51
H: -5.41 1.22 -2.21
H: -5.15 0.04 -0.96
H: -7.00 -0.73 -2.49
H: -5.76 -1.84 -2.33
H: -6.16 0.13 -4.61
H: -6.40 -1.65 -4.68
H: -4.27 -1.17 -5.68
H: -4.00 -2.00 -4.19
H: -3.72 1.08 -4.37
H: -2.42 -0.01 -4.17
H: -1.96 -1.33 -2.06
H: -3.55 -2.02 -2.16
H: -2.99 -1.11 -0.66
C: 4.73 0.79 0.10
C: 4.22 2.12 0.71
C: 2.96 2.71 -0.03
N: 2.19 3.88 0.69
C: 1.01 4.30 -0.27
C: 0.18 5.45 0.35
C: 1.12 6.59 0.78
C: 2.18 6.05 1.73
C: 3.02 5.01 1.14
C: 1.51 3.22 1.93
H: 4.83 0.91 -0.98
H: 3.96 0.03 0.23
H: 5.64 0.38 0.52
H: 5.11 2.73 0.57
H: 4.11 1.91 1.78
H: 2.23 1.94 -0.25
H: 3.29 3.13 -0.98
H: 1.48 4.68 -1.18
H: 0.43 3.40 -0.51
H: -0.63 5.71 -0.33
H: -0.34 4.97 1.18
H: 1.65 7.05 -0.06
H: 0.57 7.39 1.28
H: 2.83 6.92 1.82
H: 1.72 5.83 2.70
H: 3.63 5.33 0.31
H: 3.78 4.65 1.83
H: 1.09 3.95 2.62
H: 2.33 2.76 2.49
H: 0.92 2.38 1.57
B: -4.75 -1.08 1.89
F: -4.75 -2.00 0.89
F: -5.34 -1.71 2.97
F: -3.42 -0.85 2.21
F: -5.37 0.03 1.54
B: 0.31 -0.36 0.30
F: 0.22 0.59 -0.69
F: 0.21 -1.58 -0.24
F: 1.59 -0.28 0.89
F: -0.78 -0.22 1.14